[1]
The following is a DFT calculation (ωB97M-V/def2-TZVPD) of a structure of composition C29H79N24O21S2.

* orbital gap: 8.18 eV
* total charge: +1
* highest occupied orbital energy: -0.3678 Eh
* LUMO energy: -1.8 eV

Atoms and positions in Å:
C 0.37953 -1.64949 2.22747
C -0.64804 -1.55531 1.07861
N -0.32187 -0.52231 0.08180
C -0.85436 0.77084 0.01244
C -0.05514 1.51287 -0.79908
N 0.86929 0.65993 -1.38606
C 0.69977 -0.49286 -0.76773
C 1.69401 1.04338 -2.51183
H 0.15875 -2.52544 2.84097
H 0.36550 -0.81225 2.92057
H 1.39232 -1.84483 1.87448
H -1.64039 -1.36679 1.48106
H -0.80471 -2.48783 0.54730
H -1.70059 0.99374 0.63474
H 0.03141 2.57388 -0.96968
H 1.39020 -1.29403 -0.99234
H 2.24319 0.16814 -2.85377
H 2.28014 1.91552 -2.23870
H 1.08226 1.33355 -3.36420
C 4.70693 0.77675 -5.02335
O 3.56017 1.28272 -5.05827
N 5.61479 0.89372 -5.99500
N 5.14684 0.14375 -3.90783
H 5.54283 1.47770 -6.80890
H 6.55014 0.55024 -5.86799
H 6.04556 -0.29244 -3.99432
H 4.61143 0.10028 -3.06374
C 0.78157 3.80863 -4.76899
O 1.21223 3.84309 -3.59602
N -0.52227 3.56449 -5.03535
N 1.56009 4.13195 -5.80543
H -1.01261 3.80646 -4.17785
H -1.03077 3.45313 -5.88775
H 1.19068 4.24090 -6.73087
H 2.49898 4.41894 -5.59423
C -1.13856 5.89595 -1.90000
O -1.95186 5.48285 -2.71752
N -1.53828 6.62767 -0.81006
N 0.21742 5.80613 -1.95994
H -0.90538 7.17253 -0.25621
H -2.53245 6.73412 -0.69258
H 0.61040 5.07214 -2.56347
H 0.75101 6.04691 -1.14561
C 2.06877 -0.79925 6.14248
O 1.92521 -0.24810 5.04395
N 1.30268 -0.46912 7.21288
N 3.03235 -1.72077 6.37186
H 1.53853 -0.81882 8.12624
H 0.44449 0.08125 7.20062
H 3.71604 -1.83392 5.64891
H 3.01603 -2.22142 7.23947
C -1.76139 0.39524 -4.47354
O -2.87651 0.88630 -4.38816
N -0.96953 0.52225 -5.60095
N -1.13753 -0.29854 -3.48749
H -0.02925 0.16784 -5.61381
H -1.36907 1.24238 -6.17325
H -0.34371 -0.88696 -3.68994
H -1.71973 -0.41645 -2.67288
C 4.22871 3.42729 -1.16500
O 4.68448 2.91471 -0.15063
N 3.19780 4.32423 -1.13784
N 4.80818 3.26132 -2.39790
H 2.89663 4.63755 -2.04539
H 2.64977 4.28999 -0.29873
H 4.32589 3.58395 -3.21549
H 5.61931 2.67253 -2.41431
C -1.50735 1.45382 5.80791
O -1.07444 0.94216 6.85369
N -0.96462 1.23366 4.59650
N -2.35319 2.51324 5.93238
H -0.16479 0.62554 4.48954
H -1.20485 1.76816 3.76055
H -2.63202 2.95306 5.07308
H -2.16585 3.02738 6.77546
C -1.91656 3.85453 2.12703
O -1.67572 2.65996 2.34998
N -1.04394 4.58426 1.39812
N -3.01205 4.51661 2.56122
H -0.12281 4.17900 1.39019
H -1.26530 5.49222 1.01811
H -3.69716 3.92461 3.00268
H -3.16952 5.48531 2.36506
C -3.68496 -3.47801 -1.95699
O -3.86096 -3.91354 -3.08673
N -4.68712 -3.00723 -1.16624
N -2.48761 -3.40707 -1.30630
H -5.60123 -3.26000 -1.49869
H -4.44607 -2.74852 -0.22947
H -2.38338 -3.26803 -0.31438
H -1.69403 -3.75986 -1.81494
C 0.97775 -1.24814 -5.15265
O 0.63418 -0.54899 -4.18457
N 2.16078 -1.19628 -5.75884
N 0.11813 -2.21229 -5.64610
H 2.29857 -1.88543 -6.47375
H 2.77519 -0.40744 -5.59156
H -0.74290 -2.37936 -5.15974
H 0.34960 -2.74091 -6.46465
C -3.79502 -3.28182 2.39949
O -2.89837 -3.46563 1.56750
N -4.41411 -4.23653 3.10844
N -4.50574 -2.12751 2.47958
H -4.97212 -3.91230 3.87944
H -4.20912 -5.21838 3.10097
H -4.25160 -1.40249 1.82903
H -5.28212 -2.10411 3.10943
C -3.78137 2.98083 -0.97259
C -5.12533 2.95107 -0.23534
O -5.18765 1.65497 0.29068
S -4.46890 0.56891 -0.72786
O -5.23765 0.27732 -1.89456
O -3.90012 -0.49377 0.02040
O -3.29431 1.65355 -1.16545
H -3.04667 3.48496 -0.34028
H -3.80190 3.45195 -1.95407
H -5.95647 3.02021 -0.94067
H -5.11840 3.74063 0.51038
C 6.43643 -0.55337 1.23923
C 5.33736 -0.00008 2.16231
O 4.10204 -0.19722 1.46708
S 4.26988 -1.16552 0.18416
O 4.18570 -0.30032 -0.97233
O 3.42910 -2.33514 0.21017
O 5.80747 -1.58091 0.45725
H 7.15053 -1.03367 1.90342
H 6.84088 0.15437 0.51969
H 5.48220 1.05461 2.38641
H 5.27239 -0.53892 3.10677
C -1.60368 -2.44394 5.69307
C -1.18867 -3.24203 6.88587
C -2.46891 -3.92552 7.35556
O -3.52650 -3.38891 6.53799
C -3.07773 -2.13499 6.00810
H -1.46376 -2.98781 4.75538
H -1.08948 -1.49676 5.51279
H -0.84572 -2.55626 7.66487
H -0.39524 -3.96865 6.71559
H -2.67561 -3.80905 8.42029
H -2.39364 -4.99494 7.14888
H -3.20980 -1.22935 6.60549
H -3.69846 -2.06788 5.11218
C 1.32326 -6.12882 -1.53486
C 1.30761 -5.31274 -2.83935
C 1.29899 -3.87166 -2.33503
O 0.68071 -3.90516 -1.03905
C 0.62358 -5.23993 -0.53818
H 2.37010 -6.33157 -1.30494
H 0.90655 -7.11033 -1.76455
H 0.46409 -5.42913 -3.52074
H 2.23090 -5.63217 -3.32263
H 0.73115 -3.22509 -3.00101
H 2.36853 -3.63631 -2.32578
H -0.38232 -5.57633 -0.27010
H 1.11300 -5.30559 0.43970

---

[2]
The following is a DFT calculation (ωB97M-V/def2-TZVPD) of an isolated molecule of C2H2N2.

* orbital gap: 10.09 eV
* highest occupied orbital energy: -0.3464 Eh
* LUMO energy: 0.7 eV

Atoms and positions in Å:
C -0.55612 -0.38569 0.22231
C 0.48861 0.09108 1.09839
N 0.60027 0.12626 -0.44462
N -0.27356 1.01527 0.28096
H -1.42747 -0.97920 0.18113
H 1.16827 0.13228 -1.33818